C9H13NS | ωB97M-V/def2-TZVPD

The geometry in XYZ format:
```
24
Properties=species:S:1:pos:R:3
C 1.58 -1.34 0.62
C 1.34 1.40 -0.16
H -1.51 -2.01 -0.71
C -1.59 -0.37 1.52
H -2.84 0.28 -0.97
H 3.57 1.44 -0.12
S 3.07 -0.85 -0.02
H 2.15 3.11 -0.92
C 0.46 -2.27 0.36
H -2.37 -1.08 1.26
H -1.88 1.71 -0.64
C -1.79 0.60 -0.88
C 2.66 0.82 -0.21
C -0.93 -0.09 0.17
H -1.23 0.54 -1.82
H -0.84 -0.75 2.14
H 0.02 -2.51 1.25
C 0.33 0.67 0.38
H -2.15 0.59 1.93
C -0.53 -1.49 -0.51
H -0.05 -1.23 -1.41
H 0.84 -3.15 -0.13
H 0.42 3.25 -0.54
N 1.27 2.74 -0.59
```

Properties
total charge	0
relative energy (zero: lowest compared OMol25 entry of this formula, charge and spin)	5.9362	eV
HOMO-LUMO gap (alpha / beta)	7.018 / 7.683	eV
electronic energy	-21862.7517	eV
multiplicity	1
lowest unoccupied orbital energy (alpha / beta)	-0.12 / 0.42	eV